Below is an isolated ion of composition C4H10NO and charge -1, with properties calculated with wB97M-V/def2-TZVPD.

Bonds (Å) are listed after each position.
Element x y z (Å)
1 C 0.05 -1.47 -0.63  C2 1.510, H7 1.081, H8 1.097, H9 1.087
2 C -0.68 -0.23 -0.20  C1 1.510, N3 1.505, C4 1.522, H10 1.101
3 N -1.56 0.20 -1.34  C2 1.505, H11 1.017, H12 1.016
4 C 0.20 0.92 0.28  C2 1.522, C5 1.559, H13 1.099, H14 1.095
5 C 1.05 0.62 1.55  C4 1.559, O6 1.343, H15 1.123, H16 1.123
6 O 1.76 -0.52 1.49  C5 1.343
7 H 0.56 -1.95 0.20  C1 1.081
8 H -0.68 -2.17 -1.04  C1 1.097
9 H 0.82 -1.24 -1.37  C1 1.087
10 H -1.39 -0.49 0.60  C2 1.101
11 H -1.56 1.22 -1.34  N3 1.017
12 H -1.08 -0.05 -2.20  N3 1.016
13 H 0.89 1.15 -0.54  C4 1.099
14 H -0.43 1.80 0.47  C4 1.095
15 H 1.71 1.53 1.63  C5 1.123
16 H 0.35 0.66 2.43  C5 1.123

## Properties
frontier orbital gap: 6.68 eV
electronic energy: -7847.298 eV
SMILES: C[C@H](N)CC[O-]
net charge: -1

Below is an isolated ion of composition C4H9N2O and charge +1 in a non-equilibrium geometry, with properties calculated with wB97M-V/def2-TZVPD.

Bonds (Å) are listed after each position.
Element x y z (Å)
1 C 0.76 0.01 -1.88  N5 1.313, O7 1.313, H8 1.059
2 C -0.18 -0.16 -4.06  N5 1.249, H9 1.083, H10 1.185
3 C -0.41 0.11 0.34  N6 1.424, O7 1.487, H11 1.062
4 C -0.34 0.14 2.81  N6 1.493, H12 1.037, H13 1.039, H14 1.045
5 N -0.16 0.02 -2.82  C1 1.313, C2 1.249
6 N 0.11 0.73 1.52  C3 1.424, C4 1.493, H15 1.102, H16 1.038
7 O 0.77 0.11 -0.57  C1 1.313, C3 1.487
8 H 1.76 0.11 -2.22  C1 1.059
9 H -0.95 0.33 -4.65  C2 1.083
10 H 0.54 -0.92 -4.61  C2 1.185
11 H -1.29 0.48 -0.12  C3 1.062
12 H -1.27 0.57 3.01  C4 1.037
13 H -0.30 -0.90 2.74  C4 1.039
14 H 0.34 0.50 3.52  C4 1.045
15 H 1.17 0.60 1.23  N6 1.102
16 H -0.22 1.70 1.38  N6 1.038

## Properties
frontier orbital gap (alpha / beta): 5.94 / 7.56 eV
electronic energy: -9309.454 eV
net charge: +1

Below is a 5-piece molecular cluster, C20H57N8O10P3 overall in a non-equilibrium geometry, with properties calculated with wB97M-V/def2-TZVPD.

Bonds (Å) are listed after each position.
Element x y z (Å)
1 C -6.41 -6.97 -7.34  N2 1.456, H12 1.090, H13 1.090, H14 1.090
2 N -7.61 -7.20 -6.54  C1 1.456, C3 1.429, P4 1.730
3 C -7.65 -8.42 -5.80  N2 1.429, H15 1.090, H16 1.090, H17 1.090
4 P -9.01 -6.32 -7.03  N2 1.730, O5 1.497, N6 1.731, N9 1.667
5 O -8.85 -5.59 -8.33  P4 1.497
6 N -10.27 -7.51 -7.11  P4 1.731, C7 1.487, C8 1.483
7 C -11.31 -7.71 -6.07  N6 1.487, H18 1.090, H19 1.090, H20 1.090
8 C -10.19 -8.59 -8.12  N6 1.483, H21 1.090, H22 1.090, H23 1.090
9 N -9.29 -5.33 -5.72  P4 1.667, C10 1.470, C11 1.454
10 C -10.16 -4.18 -6.00  N9 1.470, H24 1.090, H25 1.090, H26 1.090
11 C -8.65 -5.42 -4.42  N9 1.454, H27 1.090, H28 1.090, H29 1.090
12 H -6.01 -5.95 -7.35  C1 1.090
13 H -6.63 -7.05 -8.40  C1 1.090
14 H -5.65 -7.64 -6.94  C1 1.090
15 H -7.50 -9.18 -6.56  C3 1.090
16 H -8.66 -8.52 -5.41  C3 1.090
17 H -6.84 -8.46 -5.06  C3 1.090
18 H -11.23 -6.90 -5.35  C7 1.090
19 H -12.32 -7.84 -6.47  C7 1.090
20 H -10.98 -8.65 -5.63  C7 1.090
21 H -11.08 -9.12 -8.47  C8 1.090
22 H -9.62 -8.30 -8.99  C8 1.090
23 H -9.49 -9.37 -7.79  C8 1.090
24 H -11.17 -4.57 -5.89  C10 1.090
25 H -10.07 -3.46 -5.20  C10 1.090
26 H -9.96 -3.67 -6.94  C10 1.090
27 H -9.24 -4.94 -3.64  C11 1.090
28 H -7.74 -4.83 -4.34  C11 1.090
29 H -8.44 -6.45 -4.10  C11 1.090
30 C -1.48 4.74 4.86  N31 1.446, H41 1.090, H42 1.090, H43 1.090
31 N -0.28 5.52 5.09  C30 1.446, C32 1.500, P33 1.655
32 C -0.52 6.98 4.84  N31 1.500, H44 1.090, H45 1.090, H46 1.090
33 P 1.21 4.88 4.76  N31 1.655, O34 1.485, N35 1.734, N38 1.691
34 O 1.80 4.90 3.40  P33 1.485
35 N 2.30 5.78 5.77  P33 1.734, C36 1.459, C37 1.462
36 C 1.96 6.56 6.96  N35 1.459, H47 1.090, H48 1.090, H49 1.090
37 C 3.70 5.39 5.80  N35 1.462, H50 1.090, H51 1.090, H52 1.090
38 N 1.21 3.44 5.65  P33 1.691, C39 1.540, C40 1.447
39 C 1.02 3.38 7.18  N38 1.540, H53 1.090, H54 1.090, H55 1.090
40 C 1.56 2.17 5.06  N38 1.447, H56 1.090, H57 1.090, H58 1.090
41 H -1.78 5.06 3.86  C30 1.090
42 H -2.29 4.85 5.58  C30 1.090
43 H -1.29 3.68 4.70  C30 1.090
44 H -1.39 7.37 5.37  C32 1.090
45 H -0.50 7.19 3.77  C32 1.090
46 H 0.31 7.59 5.21  C32 1.090
47 H 0.92 6.43 7.26  C36 1.090
48 H 2.62 6.29 7.79  C36 1.090
49 H 2.07 7.63 6.78  C36 1.090
50 H 3.57 4.38 6.19  C37 1.090
51 H 4.11 5.32 4.79  C37 1.090
52 H 4.38 5.98 6.42  C37 1.090
53 H 0.73 4.36 7.56  C39 1.090
54 H 0.18 2.74 7.43  C39 1.090
55 H 1.96 3.00 7.60  C39 1.090
56 H 1.18 1.32 5.63  C40 1.090
57 H 2.64 2.12 4.98  C40 1.090
58 H 1.28 2.13 4.01  C40 1.090
59 C 7.34 2.21 -0.79  C60 1.564, H70 1.090, H71 1.090, H72 1.090
60 C 7.92 3.66 -0.65  C59 1.564, O61 1.405, H73 1.090, H74 1.090
61 O 9.21 3.75 -1.19  C60 1.405, P62 1.616
62 P 10.47 3.85 -0.17  O61 1.616, O63 1.530, O64 1.636, O67 1.617
63 O 10.23 3.76 1.34  P62 1.530
64 O 11.00 5.34 -0.58  P62 1.636, C65 1.442
65 C 10.30 6.53 -0.14  O64 1.442, C66 1.585, H75 1.090, H76 1.090
66 C 10.40 7.56 -1.34  C65 1.585, H77 1.090, H78 1.090, H79 1.090
67 O 11.62 2.91 -0.80  P62 1.617, C68 1.443
68 C 12.72 2.43 0.00  O67 1.443, C69 1.562, H80 1.090, H81 1.090
69 C 13.56 3.60 0.60  C68 1.562, H82 1.090, H83 1.090, H84 1.090
70 H 7.95 1.58 -0.14  C59 1.090
71 H 6.32 2.30 -0.42  C59 1.090
72 H 7.53 1.85 -1.80  C59 1.090
73 H 7.24 4.22 -1.29  C60 1.090
74 H 7.88 4.02 0.38  C60 1.090
75 H 9.25 6.24 -0.09  C65 1.090
76 H 10.73 6.84 0.81  C65 1.090
77 H 9.81 8.43 -1.06  C66 1.090
78 H 11.44 7.86 -1.49  C66 1.090
79 H 10.02 7.16 -2.28  C66 1.090
80 H 12.33 1.76 0.77  C68 1.090
81 H 13.26 1.75 -0.66  C68 1.090
82 H 13.73 4.30 -0.22  C69 1.090
83 H 12.91 4.01 1.37  C69 1.090
84 H 14.46 3.24 1.09  C69 1.090
85 C -1.18 -3.99 -1.66  N86 1.533, H89 1.090, H90 1.090, H91 1.090
86 N -1.28 -5.48 -1.30  C85 1.533, O87 1.250, O88 1.210
87 O -0.94 -6.26 -2.22  N86 1.250
88 O -1.89 -5.75 -0.29  N86 1.210
89 H -2.08 -3.48 -1.33  C85 1.090
90 H -1.17 -3.90 -2.75  C85 1.090
91 H -0.49 -3.64 -0.90  C85 1.090
92 C -4.03 -3.46 6.17  N93 1.526, H96 1.090, H97 1.090, H98 1.090
93 N -4.58 -2.52 5.09  C92 1.526, O94 1.258, O95 1.152
94 O -4.79 -3.08 3.99  N93 1.258
95 O -4.75 -1.45 5.46  N93 1.152
96 H -3.20 -4.01 5.72  C92 1.090
97 H -4.76 -4.23 6.38  C92 1.090
98 H -3.71 -2.94 7.08  C92 1.090

## Properties
frontier orbital gap: 8.10 eV
electronic energy: -81922.951 eV
SMILES: CN(C)P(=O)(N(C)C)N(C)C.CN(C)P(=O)(N(C)C)N(C)C.CCOP(=O)(OCC)OCC.C[N+](=O)[O-].C[N+](=O)[O-]

> Among the records above, which one has the highest electronic energy?

C4H10NO